This record from OMol25 describes C43H37AsBCl3F3N2O2SV as an isolated structure. The level of theory is the ωB97M-V functional and the def2-TZVPD basis.

XYZ file:
```
94
C43H37AsBCl3F3N2O2SV | OMol25 | the ωB97M-V functional and the def2-TZVPD basis
V -1.1277 -0.5799 1.5253
S -0.9151 -0.7183 3.7629
C 0.6937 -0.3376 4.4216
C 0.8920 -0.4006 5.7980
C 2.1333 -0.0842 6.3233
C 3.1850 0.2890 5.4910
C 2.9926 0.3411 4.1206
C 1.7423 0.0422 3.5927
As 1.3803 -0.0798 1.7089
C 2.8437 -1.2077 1.1356
C 4.0214 -0.6395 0.6531
C 5.0983 -1.4542 0.3306
C 5.0031 -2.8282 0.4941
C 3.8313 -3.3863 0.9808
C 2.7489 -2.5812 1.3024
C 1.8036 1.6401 0.9338
C 1.8783 2.7791 1.7251
C 2.0992 4.0201 1.1365
C 2.2492 4.1223 -0.2363
C 2.1842 2.9831 -1.0289
C 1.9580 1.7442 -0.4493
H 0.0849 -0.6977 6.4528
H 2.2852 -0.1362 7.3925
H 4.1507 0.5266 5.9140
H 3.8181 0.6063 3.4686
H 4.1203 0.4315 0.5205
H 6.0104 -1.0112 -0.0454
H 5.8405 -3.4638 0.2436
H 3.7480 -4.4568 1.1125
H 1.8418 -3.0422 1.6806
H 1.7716 2.7082 2.8030
H 2.1602 4.9043 1.7567
H 2.4264 5.0878 -0.6903
H 2.3149 3.0564 -2.1002
H 1.9293 0.8607 -1.0780
C -2.2243 1.7943 -5.6864
C -2.0314 0.2768 -5.8170
C -1.3342 -0.0079 -7.1466
C -3.4032 -0.4118 -5.8359
C -1.2245 -0.2197 -4.6194
C 0.0479 -0.7747 -4.7544
C 0.8025 -1.2182 -3.6666
C 0.2271 -1.0745 -2.4285
O 0.7454 -1.4085 -1.1901
B -0.2226 -1.0729 -0.2828
O -1.3555 -0.5064 -0.9278
C -1.0340 -0.5248 -2.2776
C -1.7852 -0.0916 -3.3394
H -2.8108 2.1722 -6.5243
H -1.2645 2.3117 -5.6842
H -2.7526 2.0544 -4.7691
H -1.9702 0.3331 -7.9639
H -1.1527 -1.0729 -7.2938
H -0.3842 0.5201 -7.2321
H -3.9692 -0.0842 -6.7083
H -3.9948 -0.1698 -4.9543
H -3.3000 -1.4954 -5.8876
H 0.4768 -0.8790 -5.7390
H 1.7831 -1.6532 -3.7895
H -2.7690 0.3272 -3.1904
F -0.8754 6.4585 2.2762
C -1.3757 5.9070 1.1641
F -0.6553 6.3490 0.1243
F -2.6302 6.3579 1.0114
C -1.3578 4.4002 1.2407
C -1.2228 3.6440 0.0913
C -1.2026 2.2684 0.2056
N -1.3005 1.6260 1.3782
C -1.4492 2.3734 2.4830
C -1.4875 3.7547 2.4573
H -1.1094 4.1063 -0.8778
H -1.0917 1.6518 -0.6697
H -1.5205 1.8273 3.4135
H -1.5920 4.3052 3.3814
Cl -6.2765 0.0861 3.4252
C -5.7717 0.1140 1.7351
Cl -6.5409 -1.1802 0.8122
Cl -6.0801 1.6970 1.0018
C -4.3089 -0.1095 1.6933
N -3.1792 -0.2828 1.6560
C -1.7818 -2.5650 1.1402
C -0.7692 -3.6513 1.2636
C -0.2124 -4.2455 0.1271
C 0.6999 -5.2797 0.2358
C 1.0772 -5.7484 1.4883
C 0.5348 -5.1691 2.6251
C -0.3757 -4.1288 2.5145
H -2.5526 -2.6728 1.9113
H -2.2860 -2.6313 0.1725
H -0.5178 -3.9136 -0.8590
H 1.1098 -5.7303 -0.6578
H 1.7811 -6.5644 1.5763
H 0.8164 -5.5311 3.6047
H -0.7935 -3.6849 3.4105
```

For the gap between HOMO and LUMO (alpha / beta), the calculation gives 0.2621 / 0.2636 Ha. The expectation value of S² is 0.79. The value obtained for the HOMO energy (alpha / beta) is -10.4 / -10.4 eV. As for the spin multiplicity: 2. The total charge is +1.

***

This record from OMol25 describes a 2-piece molecular cluster, C5H11NOS overall. The level of theory is the ωB97M-V functional and the def2-TZVPD basis.

XYZ file:
```
19
C5H11NOS | OMol25 | the ωB97M-V functional and the def2-TZVPD basis
C -0.6785 -1.2525 0.2374
C 0.6128 -0.6922 -0.5633
C -0.1085 0.7197 -0.4224
C 0.9128 1.9733 -0.2390
C -0.7931 0.2926 0.8576
H -1.2147 -2.6379 1.6523
H -0.0146 -3.0784 0.5217
H -1.5591 -1.4753 -0.5674
H 0.6561 -0.9859 -1.5805
H 1.5147 -1.0887 0.2230
H -0.5626 1.1692 -2.9226
H 1.2327 2.4253 -1.2093
H 0.1490 2.6407 0.2276
H 1.7428 0.5075 0.8783
H -1.7444 0.8244 1.0703
H -0.1529 0.2096 1.7464
N -0.2907 -2.2711 1.1220
O 1.7270 1.8670 0.8291
S -1.4287 0.8527 -1.8613
```

For the gap between HOMO and LUMO, the calculation gives 0.3564 Ha. The value obtained for the HOMO energy is -9.1 eV. The total charge is 0. The calculation puts the energy above the lowest of the compared OMol25 structures with the same formula, charge and spin at 6.055 eV.

***

This record from OMol25 describes C19H23Br4F6MgNO9S2Si as an isolated structure. The level of theory is the ωB97M-V functional and the def2-TZVPD basis.

XYZ file:
```
66
C19H23Br4F6MgNO9S2Si | OMol25 | the ωB97M-V functional and the def2-TZVPD basis
Mg -0.2250 0.4227 0.4461
C -3.0197 -1.5082 2.2029
O -2.1566 -0.7114 2.9855
C -1.1307 -1.4412 3.6081
C -0.2567 -0.4432 4.3303
O 0.3374 0.4856 3.4420
C 1.7488 0.4726 3.3633
C 2.2373 -0.4268 2.2469
O 1.8771 0.1094 0.9898
C 2.7927 1.0541 0.4579
H -3.6224 -2.1700 2.8428
H -2.4557 -2.1143 1.4885
H -3.6658 -0.8259 1.6553
H -0.5582 -2.0045 2.8644
H -1.5405 -2.1562 4.3434
H 0.5042 -0.9718 4.9183
H -0.8890 0.1302 5.0173
H 2.1884 0.1625 4.3211
H 2.0504 1.5028 3.1616
H 1.7662 -1.4089 2.3091
H 3.3226 -0.5676 2.2878
H 3.8062 0.6454 0.5103
H 2.7178 2.0116 0.9770
H 2.5142 1.1945 -0.5846
Br -4.8633 5.3276 2.0414
C -3.2376 4.3934 1.7382
C -2.0272 4.9647 2.0703
Br -1.9447 6.6938 2.8496
C -0.8376 4.2531 1.8174
Br 0.8701 4.9576 2.2717
C -0.8328 2.9970 1.2268
O 0.2322 2.3111 0.9711
C -2.1099 2.3788 0.9066
O -2.0803 1.1885 0.4094
C -3.2679 3.1077 1.1627
Br -4.9017 2.2465 0.7225
C 0.8088 0.7187 -5.5422
Si -0.3459 0.7932 -4.0615
C -2.1218 0.6595 -4.6581
C -0.1199 2.4122 -3.1439
C 0.0080 -0.7006 -2.9543
C 0.0843 -0.4700 -1.5976
H 0.6027 1.5202 -6.2570
H 0.6933 -0.2431 -6.0441
H 1.8488 0.8028 -5.2209
H -2.3889 1.4765 -5.3337
H -2.7973 0.6861 -3.8009
H -2.2728 -0.2878 -5.1790
H -0.3492 3.2747 -3.7758
H 0.9055 2.5111 -2.7826
H -0.7758 2.4387 -2.2708
F -1.8335 -3.3928 -1.3183
C -0.5797 -3.6687 -0.9432
F -0.0292 -4.4894 -1.8197
F -0.6436 -4.2872 0.2364
S 0.3383 -2.0291 -0.7640
O -0.1778 -1.6961 0.6130
O 0.1327 -1.8366 -3.5355
N 1.8701 -2.3902 -0.7367
S 2.7630 -3.5352 -0.1964
O 3.8480 -3.0144 0.5945
O 2.1001 -4.7205 0.2790
C 3.5989 -4.0814 -1.7467
F 4.5135 -5.0263 -1.4526
F 4.2404 -3.0777 -2.3479
F 2.7365 -4.6082 -2.6121
```

For the gap between HOMO and LUMO, the calculation gives 0.2183 Ha. The value obtained for the HOMO energy is -1.9 eV. The total charge is -2. The calculation puts the energy above the lowest of the compared OMol25 structures with the same formula, charge and spin at 0.980 eV.

***

For each record above, in turn, the calculated total energy values are -196020.9526, -19731.0399, -371464.1387 eV.
For each record above, in turn, the calculated maximum force values are 0.9, 7.4, 1.9 eV Å⁻¹.